Record 1
ORCA calculation (ωB97M-V with the def2-TZVPD basis set) on a structure of composition C8H16Br8CrN5O15 at a distorted geometry.

The geometry in XYZ format:
```
53
Properties=species:S:1:pos:R:3:forces:R:3
Cr -1.86533 1.25624 -1.53197 0.804 0.495 1.835
N -3.81110 2.93894 0.42703 2.220 6.371 0.673
O -3.43674 2.10538 -0.36320 -0.252 -5.694 -4.871
O -3.00529 3.28491 1.24125 1.802 -0.808 4.088
O -4.69514 3.75134 0.19582 -3.372 -0.877 -1.101
N -0.13362 3.82238 -0.35347 1.175 6.032 -1.940
O -0.71399 2.79130 -0.62875 -2.299 -4.446 0.057
O 0.63346 4.31188 -1.20457 0.909 -1.097 0.193
O -0.43896 4.55462 0.58841 -0.321 -1.327 1.360
N -0.34383 -0.22620 -0.00285 0.873 -1.396 -0.905
O -0.04920 0.13460 -1.15217 2.092 -0.746 -1.955
O -1.42872 0.27153 0.28724 -2.747 0.734 2.237
O 0.29511 -1.03914 0.67892 -0.693 1.566 -0.561
N 0.24290 2.16297 -4.11096 1.241 6.300 0.666
O 0.42412 3.39341 -3.97834 0.345 0.249 -0.788
O -0.57806 1.71463 -3.34992 -3.772 -3.977 2.674
O 0.86111 1.54907 -4.91267 1.320 -3.088 -2.173
N -3.37607 -0.16176 -3.18606 -1.977 0.920 -0.504
O -2.72201 -0.52653 -2.25692 4.631 -5.937 5.743
O -4.05824 -0.83676 -3.89695 -0.038 -0.485 -0.784
O -3.31231 1.03656 -3.12068 -1.754 6.992 -3.689
Br 2.81498 1.56847 -1.35265 0.171 -0.317 0.164
C 3.36143 -0.30929 -1.51982 -0.440 0.650 -0.676
C 2.88956 -0.81293 -2.89525 0.577 0.148 0.114
Br 3.86048 0.11240 -4.32901 0.217 -0.275 0.102
H 2.94404 -0.85397 -0.67293 -0.345 -0.010 -0.215
H 4.44708 -0.33389 -1.42572 -0.086 -0.015 -0.222
H 1.85841 -0.61136 -3.18542 -0.036 -0.015 0.628
H 3.13624 -1.86776 -3.01599 -0.082 -0.015 -0.031
Br 0.64582 -6.63201 -0.44509 0.183 -0.115 -0.228
C 1.51200 -5.15652 -1.44079 -1.050 -0.023 0.571
C 1.02793 -3.83648 -0.78208 -0.061 -0.877 -0.554
Br -0.95668 -3.62859 -1.09301 1.569 0.032 0.023
H 1.17770 -5.26625 -2.47244 0.010 0.148 0.160
H 2.56202 -5.43932 -1.36607 0.012 0.698 0.131
H 1.55404 -2.97828 -1.20018 -0.382 0.065 -0.121
H 1.20660 -3.86900 0.29269 -0.296 0.093 -0.128
Br 1.31864 -0.19784 5.52271 0.348 -0.890 0.356
C 1.78590 1.40295 4.62802 0.696 1.341 -1.989
C 2.40765 1.16029 3.21969 -0.259 -0.363 0.559
Br 2.76683 2.87036 2.20157 -0.437 -1.388 1.062
H 2.45415 1.98750 5.26035 -0.368 0.010 0.007
H 0.84634 1.88630 4.36024 0.084 0.334 0.758
H 1.65934 0.54268 2.72302 0.073 0.440 -0.706
H 3.31416 0.55534 3.23865 0.170 0.433 0.064
Br -1.77654 0.98369 4.59059 -0.559 0.432 0.545
C -1.71373 -0.70444 3.70400 -0.261 -0.282 -2.059
C -3.06869 -0.96688 2.99082 0.400 -0.381 0.464
Br -2.91411 -2.38697 1.60012 -0.021 0.387 0.911
H -1.39934 -1.52662 4.34687 -0.251 0.269 0.159
H -0.94486 -0.54350 2.94833 -0.040 -0.274 0.012
H -3.50037 -0.12938 2.44279 0.476 0.094 0.220
H -3.76537 -1.30798 3.75658 -0.198 -0.117 -0.335
```
Forces are in eV/Å.

Output
Net charge   -2
Energy relative to the best compared isomer or geometry (same formula, charge and spin)   306.0 kJ/mol
Multiplicity   4
Gap between HOMO and LUMO (spin up / spin down)   5.947 / 6.447 eV
LUMO (spin up / spin down)   2.8 / 3.4 eV


Record 2
ORCA calculation (ωB97M-V with the def2-TZVPD basis set) on a cluster of 2 separate species, C8H16Cl2FN4O3 in total at a distorted geometry.

The geometry in XYZ format:
```
34
Properties=species:S:1:pos:R:3:forces:R:3
C 0.81852 1.76972 0.60671 0.238 -0.671 1.211
C 1.11021 0.21422 0.28836 -0.362 1.630 -0.531
Cl 2.24857 0.21079 -1.15442 -0.477 -0.222 1.318
C -0.25514 -0.50846 -0.15084 0.408 0.860 -1.231
Cl -0.05700 -1.69330 -1.55188 -0.580 0.582 1.363
N -1.00801 -1.10419 0.98798 0.386 -0.472 1.663
C -2.28239 -0.42857 1.38131 -2.758 -1.411 -1.231
C -3.52705 -1.33760 0.69395 -2.941 1.597 0.508
C -4.98925 -0.60512 0.74602 3.309 -3.049 1.347
O -4.56149 -1.81248 1.64079 1.432 2.390 -2.653
C -0.59917 -2.17846 1.65082 0.782 -0.919 -1.104
N 0.61737 -2.89038 1.28370 -1.931 1.432 0.785
N -1.33679 -2.76074 2.77015 2.191 1.248 -0.377
F -2.35065 -3.56937 2.34403 -0.518 0.079 -0.316
H 0.73800 1.83679 1.74291 -0.157 0.124 -1.413
H 1.70397 2.41389 0.32611 -1.130 -0.840 0.100
H -0.13660 2.14138 0.14273 1.118 -0.318 0.307
H 1.57760 -0.19943 1.22359 -0.241 -0.012 -1.300
H -0.90949 0.31247 -0.58325 0.748 -1.272 0.598
H -2.41219 0.58764 0.92418 0.787 -0.980 0.594
H -2.47510 -0.42476 2.48618 0.447 0.093 -1.157
H -3.27255 -1.97497 -0.25281 -0.374 1.030 2.097
H -5.78170 -0.93924 0.03016 0.923 0.775 0.743
H -4.98045 0.34445 1.33948 -0.477 -0.996 -0.831
H 0.47132 -3.45377 0.44029 0.202 0.107 0.326
H 1.40674 -2.24739 1.19467 -0.319 -0.334 -0.431
H -1.64018 -2.05878 3.45124 -0.674 -0.404 -0.429
C 5.08678 2.60580 -3.65285 0.348 -0.082 0.074
N 3.87529 3.29555 -3.13860 -0.019 0.063 0.049
O 3.90790 3.70626 -1.99358 -0.173 -0.078 -0.141
O 2.93677 3.39871 -3.90234 0.103 -0.026 0.229
H 5.83823 2.58752 -2.86760 -0.143 0.060 -0.036
H 4.79525 1.59515 -3.93235 -0.025 0.134 -0.118
H 5.44266 3.16667 -4.51484 -0.122 -0.118 -0.012
```
Forces are in eV/Å.

Output
Net charge   +1
Gap between HOMO and LUMO   7.697 eV
LUMO   -5.5 eV


Record 3
ORCA calculation (ωB97M-V with the def2-TZVPD basis set) on a structure of composition C8H16Cl3FeGeNO12P2 at a distorted geometry.

The geometry in XYZ format:
```
44
Properties=species:S:1:pos:R:3:forces:R:3
Fe 0.73161 -0.34976 0.38211 -1.029 -0.855 0.590
O -1.03057 -0.15094 -1.19459 -0.206 -0.166 0.539
C -2.29068 0.43628 -0.82282 0.405 -0.330 -0.284
C -2.21159 1.92234 -0.52408 -0.065 0.124 0.209
N -1.42089 2.31360 0.61599 0.066 0.380 0.062
C -1.79517 1.98092 1.95417 0.002 0.004 -0.075
C -1.05751 0.74708 2.46488 0.069 -0.170 -0.232
O -0.79445 0.60847 3.67491 -0.001 -0.116 -0.136
O -0.77532 -0.11691 1.56956 -0.040 0.320 0.389
C -0.16323 3.01579 0.42032 -0.242 -0.409 -0.071
C 0.60775 2.35903 -0.71253 0.571 -0.511 -0.279
O 0.75989 2.93159 -1.77647 -0.066 0.060 0.237
O 1.08327 1.14614 -0.52444 0.088 1.348 -0.681
H -0.67719 0.26845 -1.99257 0.073 -0.089 0.137
H -2.99221 0.26200 -1.64170 -0.117 0.049 -0.013
H -2.62361 -0.12452 0.04575 -0.015 -0.039 0.024
H -1.80104 2.43373 -1.39573 -0.058 0.080 -0.074
H -3.25091 2.26473 -0.41397 -0.025 0.077 0.017
H -1.60345 2.80366 2.64776 -0.035 0.036 -0.004
H -2.86957 1.76776 2.00125 0.034 -0.042 0.024
H -0.28895 4.07096 0.15472 -0.065 -0.008 0.041
H 0.42119 2.94449 1.34060 0.039 0.003 -0.042
C 3.70678 -2.53151 2.16054 -0.049 -0.058 0.111
C 2.72701 -1.88735 3.14637 0.082 0.013 0.126
O 3.07380 -2.27258 4.47755 0.010 0.122 -0.109
P 1.04970 -2.47406 2.77564 0.095 -0.561 -0.059
O 0.05773 -1.98276 3.86671 -0.175 0.324 0.295
O 1.01699 -4.04231 3.04167 0.067 0.121 -0.278
O 0.70488 -2.19636 1.34483 -0.099 0.254 0.037
P 2.79239 -0.05924 2.90427 0.308 -0.231 -0.438
O 1.97374 0.51704 4.14755 -0.302 0.094 0.115
O 4.17295 0.43531 2.94797 -0.077 -0.025 -0.075
O 1.96888 0.13515 1.61840 0.679 0.549 0.703
H 3.87429 -3.57193 2.44556 -0.042 0.016 -0.004
H 4.65236 -1.99183 2.19136 -0.008 -0.026 0.052
H 3.31354 -2.49627 1.14377 0.024 0.017 -0.008
H 2.78159 -1.57143 5.07405 -0.023 -0.022 0.004
H -0.26245 -1.03533 3.83056 0.018 -0.130 -0.155
H 1.13154 -4.52978 2.20819 -0.064 0.020 0.063
H 1.01397 0.64305 4.00706 0.065 -0.038 -0.008
Cl 1.50583 -1.73522 -1.22101 0.239 -0.042 -0.492
Ge -0.60253 -3.11289 -0.74360 -0.313 -0.072 -0.439
Cl 0.52429 -5.09018 -0.70113 0.097 -0.003 0.149
Cl -1.22317 -3.15010 -2.95215 0.088 -0.070 0.032
```
Forces are in eV/Å.

Output
Net charge   -1
Energy relative to the best compared isomer or geometry (same formula, charge and spin)   67.9 kJ/mol
Multiplicity   2
Gap between HOMO and LUMO (spin up / spin down)   7.264 / 7.873 eV
LUMO (spin up / spin down)   1.1 / 1.8 eV


Record 4
ORCA calculation (ωB97M-V with the def2-TZVPD basis set) on a structure of composition C8H16Cl6N2O2 at a distorted geometry.

The geometry in XYZ format:
```
34
Properties=species:S:1:pos:R:3:forces:R:3
C 0.13881 0.32543 0.26693 4.583 -1.606 0.283
O -0.16110 0.94257 -0.74511 9.401 -6.275 -5.013
N 0.62100 -0.94965 0.30752 -2.386 -0.516 -2.812
C 0.93368 -1.60928 1.52850 -1.694 -0.172 0.331
C 0.92404 -1.75748 -0.92847 -0.889 0.013 0.114
H -0.02835 0.81854 1.23704 2.132 -0.534 0.092
H 1.98170 -1.90483 1.57759 -0.576 -0.136 0.298
H 0.22104 -2.43313 1.48969 0.493 -0.606 0.876
H 0.64096 -0.93074 2.32975 0.301 -0.201 0.297
H 1.95319 -1.61421 -1.25773 -0.241 -0.104 0.011
H 0.79798 -2.82185 -0.73022 -0.016 0.090 0.451
H 0.30502 -1.57835 -1.80758 -0.325 0.611 0.405
C -3.63780 1.85203 -0.46044 -4.431 0.431 -1.394
O -4.85036 1.80718 -0.76552 1.367 1.183 0.072
N -3.08762 0.80072 0.03785 1.634 -2.569 2.364
C -1.67121 0.90759 0.26989 -10.508 0.566 3.399
C -3.74847 -0.47258 0.32702 -0.207 1.028 0.505
H -2.96205 2.71391 -0.57326 -0.281 0.068 -0.177
H -1.22189 1.47411 -0.54575 -4.285 1.497 1.483
H -1.20419 -0.07533 0.20784 -4.185 -1.035 0.382
H -1.38129 1.27704 1.25353 -1.265 0.728 0.317
H -3.05430 -1.08542 0.90204 0.281 -0.216 -0.561
H -4.54622 -0.31888 1.05371 -0.492 0.097 -0.444
H -4.10356 -0.92543 -0.59869 -0.078 -0.191 0.266
C 4.08637 -1.44273 0.09799 1.050 -0.341 0.886
Cl 2.74556 -0.21251 0.23315 9.960 -11.131 9.992
Cl 3.97329 -2.85357 1.12654 -0.085 -1.072 0.066
Cl 5.58023 -0.63500 0.58582 0.349 0.252 -0.533
H 4.08445 -1.74584 -0.94901 0.310 0.046 0.096
C 1.25312 2.46303 -1.10215 -0.336 4.718 -1.307
Cl 1.43536 3.74821 0.15518 0.744 0.104 -0.232
Cl 2.29210 1.07763 -0.79079 -2.393 12.882 -9.599
Cl 1.48864 2.92773 -2.80230 0.190 0.412 0.170
H 0.20197 2.23108 -0.93070 1.879 1.980 -1.081
```
Forces are in eV/Å.

Output
Energy relative to the best compared isomer or geometry (same formula, charge and spin)   1924.0 kJ/mol
Gap between HOMO and LUMO   7.777 eV
LUMO   0.1 eV


Record 5
ORCA calculation (ωB97M-V with the def2-TZVPD basis set) on a cluster of 4 separate species, C8H16Cl8 in total at a distorted geometry.

The geometry in XYZ format:
```
32
Properties=species:S:1:pos:R:3:forces:R:3
Cl 20.63402 -0.62003 6.57946 -0.410 0.114 -0.104
C 22.19352 0.14998 6.83753 1.012 -0.099 0.154
C 22.99938 -0.64549 7.86706 -0.331 0.556 -0.096
Cl 23.33114 -2.34697 7.44611 -0.098 0.139 0.014
H 22.09361 1.15190 7.25673 -0.418 -0.061 0.043
H 22.68279 0.28894 5.87495 0.067 -0.354 0.000
H 22.40099 -0.60331 8.77492 0.181 -0.421 0.146
H 23.96157 -0.18022 8.06553 0.011 0.069 -0.121
Cl 19.33066 -5.99542 6.34745 0.286 -0.105 -0.175
C 20.98264 -6.63649 6.01376 0.165 0.630 0.276
C 21.93810 -5.93821 6.97772 -1.247 0.051 0.447
Cl 23.58278 -6.55078 6.88464 0.337 -0.138 -0.169
H 21.25305 -6.38044 4.99354 -0.185 -0.275 -0.117
H 20.93532 -7.70410 6.18899 0.151 -0.088 -0.153
H 21.55178 -6.10024 7.98452 0.287 -0.026 0.045
H 21.91918 -4.86313 6.81238 0.195 -0.018 -0.153
Cl 17.18794 -10.04591 6.98906 0.435 -0.089 -0.016
C 18.89839 -10.63818 7.11273 -0.939 0.086 0.250
C 18.93896 -12.15030 7.12738 0.706 0.742 0.224
Cl 18.54205 -12.85345 5.58078 -0.347 -0.332 -0.734
H 19.26428 -10.26934 8.06901 0.095 0.066 -0.074
H 19.43973 -10.19239 6.28615 0.102 -0.099 -0.047
H 18.26067 -12.53352 7.88232 0.125 -0.138 0.069
H 19.98156 -12.41667 7.31111 -0.176 -0.225 0.326
Cl 25.86175 -5.10958 3.47846 0.017 -0.048 -0.047
C 24.50370 -4.10965 4.05758 0.396 0.455 -0.395
C 24.88488 -2.65891 4.21886 -0.393 0.035 0.643
Cl 25.12847 -1.82947 2.67272 0.164 0.024 -0.132
H 24.21196 -4.51802 5.02076 -0.251 -0.043 -0.075
H 23.72535 -4.12598 3.29657 -0.150 -0.474 0.230
H 25.74873 -2.51264 4.86342 0.124 -0.046 -0.193
H 24.03104 -2.18321 4.70365 0.088 0.111 -0.065
```
Forces are in eV/Å.

Output
Energy relative to the best compared isomer or geometry (same formula, charge and spin)   40.0 kJ/mol
SMILES string   ClCCCl.ClCCCl.ClCCCl.ClCCCl
Gap between HOMO and LUMO   11.139 eV
LUMO   0.5 eV


Record 6
ORCA calculation (ωB97M-V with the def2-TZVPD basis set) on a structure of composition C8H16CrO5 at a distorted geometry.

The geometry in XYZ format:
```
30
Properties=species:S:1:pos:R:3:forces:R:3
C -1.24485 2.36932 -1.57468 -2.604 1.684 -1.924
H -1.77312 3.15494 -2.13468 -2.566 0.747 0.580
H -0.80338 3.19797 -1.00465 1.557 -1.794 0.485
H -1.66443 1.68705 -2.32974 2.774 -1.042 0.010
O 0.78149 1.58361 -0.96601 -0.307 -2.376 2.547
C 2.17498 1.62665 -0.85015 1.364 -0.030 0.264
C 2.69778 0.20554 -0.70616 1.111 0.311 -1.346
O 1.89459 -0.49547 0.24884 -1.406 0.830 1.099
C 1.90047 -1.91385 0.16110 0.253 -1.221 -0.606
C 0.62774 -2.45685 0.76542 0.583 -0.644 0.774
O -0.44988 -1.68881 0.22936 0.413 1.337 -0.149
C -1.75361 -2.20529 0.46481 -1.007 -0.574 0.364
Cr 0.01704 0.31702 0.34714 0.778 1.669 -2.584
H 2.51597 2.24979 -0.00143 -0.335 -0.179 -0.212
H 2.62845 2.06722 -1.75640 -0.213 -0.174 0.276
H 3.75441 0.17319 -0.40305 -0.329 -0.038 -0.053
H 2.56976 -0.30560 -1.67533 0.134 0.048 0.321
H 2.78427 -2.33046 0.66346 -0.233 0.153 -0.110
H 1.91998 -2.19054 -0.90470 0.143 0.108 0.253
H 0.62760 -2.39691 1.86541 -0.095 0.097 -0.244
H 0.50310 -3.51264 0.48775 0.045 0.268 0.001
H -2.45578 -1.58235 -0.09897 0.158 -0.227 0.145
H -1.80510 -3.24284 0.10814 0.021 0.333 0.001
H -1.98242 -2.18988 1.54132 0.046 0.039 -0.300
O -1.80588 1.07533 -0.36329 0.123 0.413 -0.163
C -2.59913 1.35570 0.63221 -0.185 1.507 0.631
C -2.05265 1.20445 1.93448 -0.945 -0.034 0.397
O -0.87334 0.78525 2.08256 0.469 -0.506 -0.536
H -3.46191 1.99889 0.43197 -0.084 -0.590 0.175
H -2.67215 1.45958 2.80528 0.335 -0.115 -0.098
```
Forces are in eV/Å.

Output
Net charge   +2
Energy relative to the best compared isomer or geometry (same formula, charge and spin)   218.9 kJ/mol
Multiplicity   5
Gap between HOMO and LUMO (spin up / spin down)   7.523 / 7.948 eV
LUMO (spin up / spin down)   -9.2 / -9.7 eV